Below is C56H62GaN2OS2 as an isolated structure, with properties calculated with ωB97M-V/def2-TZVPD.

The total charge is -1. The HOMO energy is -4.5 eV. The frontier orbital gap comes out at 6.062 eV. The lowest unoccupied orbital energy is 1.61 eV.

```
124
Properties=species:S:1:pos:R:3:forces:R:3
C -6.98763 -1.91812 0.54635 -0.1314 0.3431 0.0112
Ga -4.96303 -2.06672 0.90861 0.0026 0.5047 0.2993
C -3.92411 -2.08785 -0.90308 -0.4887 0.9560 0.4161
N -2.59483 -1.38079 -0.74595 0.1997 -0.8399 -0.7824
C -4.43196 -3.64614 2.13638 1.2816 0.1045 -0.8154
C -2.99683 -4.09983 1.66694 -1.1191 -0.8076 0.8681
O -2.54591 -5.21084 1.93133 -0.1825 0.7932 -0.4275
C -4.37173 -0.28414 1.83802 -0.3006 -0.0121 -0.5202
C -5.00583 0.88538 0.97421 0.6559 0.3685 0.7194
C -3.96628 2.00390 0.52361 -0.4613 -0.5876 0.2483
S -3.04485 2.52295 2.05188 1.4889 0.7824 -0.5202
C -1.26019 2.27065 1.76118 -1.4404 -0.8518 -1.0062
S -0.73437 0.99935 0.85141 -0.1505 1.2769 0.5810
N -0.39518 3.27170 2.39729 1.2060 -1.1630 0.0532
C 0.41873 2.72724 3.45663 1.6289 -1.6320 2.8449
C 0.20147 1.38469 4.03008 1.2580 0.6833 0.8251
C 1.04993 0.85429 5.10956 0.5230 1.8840 -0.4800
C 2.13455 1.63678 5.68733 -1.4828 0.8206 -1.8543
C 2.34209 2.98903 5.15510 -1.1241 -1.4631 -0.5042
C 1.51645 3.50516 4.08040 -0.5909 -1.0492 0.0451
C 0.37760 3.94960 1.37222 0.5161 2.4935 -2.5004
C -0.27544 5.07707 0.68731 1.4460 0.1199 -0.8527
C 0.39350 5.84036 -0.37696 1.4343 -2.4318 1.2624
C 1.75899 5.44092 -0.75731 -0.5262 -0.7992 0.9046
C 2.45187 4.31373 -0.10843 -3.1496 1.1369 0.7140
C 1.71739 3.59539 0.93524 0.1521 0.5670 -0.5086
H -7.34880 -0.96839 1.04275 0.1374 -1.0439 -0.3957
H -7.55026 -2.80757 0.94704 0.3102 0.9165 -0.5355
H -7.13919 -1.78130 -0.56026 -0.1324 -0.3358 0.9450
H -4.52406 -1.46423 -1.63133 0.2425 -1.1979 0.2502
H -3.77030 -3.14387 -1.23660 -0.0743 1.0333 -0.1076
H -2.02057 -1.70380 -1.53488 -0.0075 0.3318 0.3354
H -2.71237 -0.37873 -0.92140 -0.0941 -0.4691 0.2770
H -5.17972 -4.46931 1.98642 0.9297 0.3688 0.5611
H -4.32281 -3.33596 3.21482 -0.3204 -0.3586 -0.9785
H -2.35140 -3.40626 1.04906 -0.5936 -0.1692 0.4957
H -4.74088 -0.21389 2.89358 0.4089 -0.0339 -0.8144
H -3.24878 -0.29460 1.83869 -0.8987 0.2628 -0.0604
H -5.55254 0.49364 0.07703 0.4735 0.4773 0.5734
H -5.75561 1.41060 1.63204 0.4771 -0.4438 -0.8076
H -3.23619 1.65756 -0.24911 -0.5172 0.2060 0.7671
H -4.49575 2.93198 0.16144 0.6407 -0.8749 0.3234
H -0.60439 0.70004 3.67714 0.7522 0.8710 0.1832
H 0.88064 -0.18042 5.50182 -0.0104 1.1186 -0.5643
H 2.78169 1.21063 6.49404 -0.7003 0.5444 -0.8885
H 3.18192 3.58949 5.58438 -0.9739 -0.4056 -0.5985
H 1.70411 4.52607 3.66300 -0.0889 -1.0317 0.5608
H -1.31829 5.40408 0.93105 1.0996 -0.6481 0.0738
H -0.14307 6.68165 -0.88085 0.6761 -0.9202 0.5289
H 2.29411 5.98057 -1.58076 -0.6375 -0.4770 0.9100
H 3.48621 4.01378 -0.39978 -1.1237 0.2939 0.2824
H 2.24265 2.73508 1.41482 -0.6753 0.7959 -0.3470
C 6.35218 3.88039 1.22676 0.0218 0.0498 -0.0047
C 5.97563 5.19721 1.46590 -0.0224 -0.0089 0.0146
C 6.94564 6.17590 1.64571 0.0324 -0.0553 -0.0126
C 8.29263 5.83991 1.57666 -0.0250 0.0069 -0.0102
C 8.66885 4.52432 1.33391 -0.0146 -0.0002 0.0196
C 7.69912 3.54369 1.16321 -0.0178 0.0336 -0.0017
H 5.59545 3.11617 1.09004 0.0277 0.0334 0.0263
H 4.92467 5.46041 1.51297 0.0403 -0.0335 0.0009
H 6.65197 7.20127 1.83882 0.0064 -0.0408 -0.0222
H 9.04929 6.60430 1.71202 -0.0293 -0.0312 -0.0270
H 9.71973 4.26287 1.27856 -0.0472 0.0137 0.0041
H 7.99282 2.51681 0.97943 -0.0164 0.0427 0.0019
C -1.90097 -5.42189 -3.31409 0.0182 -0.0110 0.0131
C -0.61421 -5.73967 -3.73204 -0.0018 -0.0004 0.0015
C 0.36439 -6.05058 -2.79534 -0.0159 -0.0146 0.0460
C 0.05257 -6.05240 -1.44015 -0.0596 0.0280 -0.1609
C -1.23577 -5.73773 -1.02213 0.0591 -0.0457 0.1335
C -2.21068 -5.41883 -1.95915 0.0531 -0.0629 -0.0727
H -2.66369 -5.17588 -4.04478 0.0242 0.0088 0.0355
H -0.37303 -5.74411 -4.78928 0.0153 0.0404 0.0503
H 1.37015 -6.29201 -3.12120 -0.0383 0.0068 -0.0020
H 0.81428 -6.29891 -0.70926 -0.0417 0.0237 -0.0159
H -1.48022 -5.74001 0.03547 0.0088 0.0333 -0.0786
H -3.21288 -5.16842 -1.63314 0.0563 -0.0383 0.0047
C 10.63015 7.22447 4.18147 0.0166 -0.0163 0.0160
C 10.25398 8.54057 4.42051 0.0189 0.0070 0.0028
C 11.22376 9.51940 4.60041 0.0228 -0.0327 -0.0231
C 12.57063 9.18349 4.53168 -0.0345 -0.0195 0.0004
C 12.94677 7.86799 4.28899 -0.0128 0.0042 0.0036
C 11.97697 6.88753 4.11806 -0.0097 0.0520 -0.0049
H 9.87348 6.46065 4.04457 0.0333 0.0349 0.0217
H 9.20332 8.80353 4.46740 0.0478 -0.0227 0.0080
H 10.93009 10.54467 4.79336 0.0110 -0.0428 -0.0175
H 13.32716 9.94777 4.66725 -0.0320 -0.0361 -0.0037
H 13.99740 7.60646 4.23380 -0.0516 0.0119 0.0087
H 12.27052 5.86059 3.93413 -0.0166 0.0414 0.0045
C -1.53650 0.73420 -3.46136 0.0144 0.0248 0.0016
C -1.04754 0.00660 -4.53931 -0.0149 0.0059 -0.0113
C -1.75744 -0.02973 -5.73339 -0.0284 0.0369 0.0251
C -2.95244 0.66998 -5.85238 0.0311 -0.0034 0.0246
C -3.43947 1.40054 -4.77525 0.0143 -0.0092 0.0008
C -2.73401 1.42937 -3.57852 0.0277 -0.0125 -0.0467
H -0.98414 0.75940 -2.52853 -0.0332 -0.0056 -0.0278
H -0.11223 -0.53383 -4.44827 -0.0582 0.0058 0.0125
H -1.37889 -0.60310 -6.57213 -0.0045 0.0203 0.0349
H -3.50421 0.64558 -6.78530 0.0129 -0.0043 0.0436
H -4.37094 1.94745 -4.86846 0.0343 -0.0425 0.0152
H -3.11703 1.99480 -2.73660 0.0145 -0.0254 -0.0260
C -0.48307 -6.01450 -7.77857 -0.0020 0.0161 -0.0294
C 0.35858 -6.34928 -8.83225 -0.0165 0.0180 -0.0145
C 0.48427 -5.49429 -9.92043 -0.0202 0.0247 0.0296
C -0.22489 -4.29929 -9.95014 0.0029 -0.0362 0.0256
C -1.06372 -3.96300 -8.89447 0.0094 -0.0162 -0.0137
C -1.19636 -4.82220 -7.81058 0.0167 -0.0109 0.0010
H -0.58361 -6.68306 -6.93144 -0.0034 0.0217 -0.0477
H 0.91680 -7.27819 -8.80561 -0.0332 0.0407 -0.0009
H 1.13583 -5.75855 -10.74539 -0.0176 0.0160 0.0395
H -0.12327 -3.62992 -10.79667 -0.0066 -0.0269 0.0383
H -1.61555 -3.03014 -8.91694 0.0194 -0.0504 0.0059
H -1.85479 -4.56220 -6.98974 0.0425 0.0000 -0.0215
C -8.65438 -6.70179 2.66867 0.0153 -0.0245 0.0318
C -7.36839 -7.03318 2.25992 -0.0249 -0.0155 0.0244
C -6.39756 -7.34603 3.20316 0.0011 -0.0538 0.0067
C -6.71550 -7.33684 4.55578 -0.0520 -0.0047 -0.0382
C -8.00257 -7.00916 4.96467 0.0085 -0.0033 -0.0195
C -8.97113 -6.68745 4.02170 0.0275 -0.0288 -0.0172
H -9.41039 -6.45414 1.93245 0.0445 0.0133 0.0310
H -7.12196 -7.04648 1.20452 0.0083 0.0422 0.0583
H -5.39290 -7.59728 2.88414 -0.0328 0.0715 0.0111
H -5.95921 -7.58514 5.29138 -0.0218 0.0342 -0.0382
H -8.25076 -7.00342 6.02022 0.0138 0.0179 -0.0471
H -9.97354 -6.42627 4.34107 0.0396 -0.0032 -0.0123
```
Forces are in eV/Å.